Record 1
ORCA calculation (ωB97M-V/def2-TZVPD) on C4H9N as an isolated structure.

XYZ file:
```
14
Properties=species:S:1:pos:R:3:mulliken_charge:R:1
C -0.6227 0.6429 -1.0361 -0.72
C 0.4037 -0.4011 -0.5037 -0.41
C 0.6191 0.0161 0.9125 -0.11
C 1.6937 -0.7357 1.6355 -0.63
H -2.5886 1.0827 -0.7410 0.22
H -2.1928 -0.5535 -0.5722 0.21
H -0.7980 0.6582 -2.0820 0.42
H -0.3618 1.7636 -0.8166 0.31
H 1.3568 -0.2698 -1.0975 0.26
H 0.0911 -1.4439 -0.8545 0.31
H -0.1149 0.9957 1.5336 0.24
H 2.7014 -1.7133 1.2672 0.20
H 1.7245 -0.4922 2.7313 0.26
N -1.9115 0.4503 -0.3766 -0.55
```

The value obtained for the HOMO energy is -8.68 eV. The relative energy (zero: lowest compared OMol25 entry of this formula, charge and spin) comes out at 4.465 eV. The gap between HOMO and LUMO comes out at 9.873 eV. Its total energy is -212.38710 Eh.



Record 2
ORCA calculation (ωB97M-V/def2-TZVPD) on a 2-piece molecular cluster, C2H9NS overall.

XYZ file:
```
13
Properties=species:S:1:pos:R:3:mulliken_charge:R:1
C 0.7274 0.0574 -0.5007 -0.73
N -0.7113 0.0560 -0.7847 -0.42
C -0.9493 0.9317 -1.9506 -0.77
H 1.0578 -0.1087 0.5281 0.19
H 1.1182 1.0920 -0.5452 0.31
H 1.2321 -0.5803 -1.2241 0.29
H -1.1560 0.4771 0.0220 0.26
H -0.7098 1.9357 -1.6128 0.32
H -0.2486 0.6318 -2.7396 0.27
H -1.8958 0.9131 -2.4791 0.28
S 0.3080 -1.1328 3.8854 -0.27
H 0.7734 -1.9988 2.8916 0.13
H 0.4540 -2.2741 4.5097 0.14
```

The value obtained for the HOMO energy is -8.94 eV. The relative energy (zero: lowest compared OMol25 entry of this formula, charge and spin) comes out at 1.241 eV. The gap between HOMO and LUMO comes out at 9.815 eV. Its total energy is -534.48406 Eh.